Record 1
DFT (wB97M-V/def2-TZVPD) results for a cluster of 3 separate species, C7H14NOP in total in a non-equilibrium geometry.

## Properties
calculated total energy: -746.350760 hartree
gap between HOMO and LUMO: 8.1 eV
structure (SMILES): CC(C)P=O.C=CC.C#N
multiplicity: 1
F_max: 5.2 eV/A
energy above the lowest of the compared OMol25 structures with the same formula, charge and spin: 2.522 eV

Atoms and positions in Å:
C1 1.547 3.595 0.651
C2 2.634 -2.219 -1.380
C3 2.560 0.162 -0.798
C4 -2.673 1.297 0.663
C5 -2.582 -0.916 1.765
C6 2.404 -0.754 -1.730
C7 -2.379 -0.129 0.447
N1 0.567 3.260 1.091
O1 -0.586 -1.312 -1.290
P1 -0.481 -0.599 0.002
H1 3.478 -2.566 -0.786
H2 1.798 -2.755 -0.905
H3 2.684 -2.690 -2.382
H4 2.596 3.962 0.384
H5 2.624 1.203 -1.158
H6 2.767 -0.141 0.234
H7 -3.831 1.480 0.769
H8 -2.243 1.474 1.618
H9 -2.332 1.855 -0.181
H10 -3.389 -0.309 2.174
H11 -1.703 -0.891 2.443
H12 -2.823 -1.977 1.564
H13 2.257 -0.524 -2.733
H14 -2.891 -0.504 -0.463

---

Record 2
DFT (wB97M-V/def2-TZVPD) results for a cluster of 3 separate species, C17H32BCl2O14P2S in total in a non-equilibrium geometry.

## Properties
calculated total energy: -3746.341260 hartree
gap between HOMO and LUMO: 6.2 eV
multiplicity: 1
F_max: 9.9 eV/A
net charge: -1

Atoms and positions in Å:
C1 -3.151 -4.934 7.009
C2 -3.800 -4.074 6.081
C3 -4.683 -3.085 5.116
C4 -3.647 -2.083 4.334
C5 -3.182 -2.653 2.832
C6 -3.051 -1.328 1.875
O1 -4.284 -0.810 1.223
B1 -3.756 0.413 0.520
C7 -4.680 0.460 -0.852
C8 -4.001 1.274 -2.103
C9 -4.237 2.915 -2.031
C10 -2.862 3.721 -1.623
S1 -2.034 4.577 -3.073
O2 -1.115 3.535 -3.756
O3 -3.072 5.243 -4.021
Cl1 -0.822 6.093 -2.255
P1 -3.995 1.749 1.869
O4 -4.353 3.323 1.215
Cl2 -5.826 1.184 2.878
O5 -2.357 0.052 0.093
C11 -2.089 -1.354 0.547
P2 -0.195 -1.645 0.755
O6 0.297 -2.756 -0.304
O7 0.596 -0.143 0.313
O8 0.277 -2.159 2.352
H1 -2.808 -5.534 7.973
H2 -5.436 -3.637 4.408
H3 -5.338 -2.393 5.834
H4 -2.708 -1.754 4.951
H5 -4.259 -1.088 4.093
H6 -4.052 -3.366 2.468
H7 -2.163 -3.220 3.028
H8 -2.448 -0.584 2.587
H9 -5.764 0.864 -0.558
H10 -4.836 -0.650 -1.204
H11 -4.563 0.915 -3.084
H12 -2.851 1.108 -2.242
H13 -4.625 3.362 -3.062
H14 -5.127 3.075 -1.267
H15 -3.141 4.556 -0.819
H16 -2.151 2.956 -1.044
H17 -4.879 3.784 1.960
H18 -2.340 -2.164 -0.292
H19 1.467 -0.090 0.816
H20 0.479 -3.160 2.375
C12 3.960 -1.618 -0.275
O9 4.204 -0.720 0.806
C13 5.512 -0.411 0.992
O10 6.448 -0.829 0.329
O11 5.598 0.443 2.043
C14 6.926 0.857 2.356
H21 2.883 -1.795 -0.331
H22 4.287 -1.178 -1.223
H23 4.458 -2.577 -0.099
H24 7.371 1.396 1.513
H25 7.542 -0.003 2.636
H26 6.876 1.537 3.210
C15 8.080 0.218 -3.852
O12 7.258 0.733 -4.898
C16 5.955 0.362 -4.816
O13 5.463 -0.347 -3.952
O14 5.294 0.917 -5.864
C17 3.901 0.610 -5.908
H27 9.100 0.577 -4.017
H28 7.740 0.583 -2.878
H29 8.093 -0.876 -3.874
H30 3.394 0.990 -5.015
H31 3.747 -0.469 -6.012
H32 3.474 1.105 -6.784

---

Record 3
DFT (wB97M-V/def2-TZVPD) results for a cluster of 2 separate species, C9H17N in total.

## Properties
calculated total energy: -407.655057 hartree
gap between HOMO and LUMO: 8.0 eV
multiplicity: 1
F_max: 0.7 eV/A
energy above the lowest of the compared OMol25 structures with the same formula, charge and spin: 5.397 eV

Atoms and positions in Å:
C1 -1.295 0.498 -1.001
C2 -0.514 1.766 -1.336
C3 -2.143 0.673 0.260
N1 -2.086 -0.049 -2.132
C4 -0.523 -0.743 -0.979
C5 -0.535 -1.980 -1.277
H1 -1.689 0.327 -2.995
H2 -1.553 -1.507 -1.960
H3 0.136 1.609 -2.199
H4 -1.226 2.558 -1.573
H5 0.100 2.086 -0.492
H6 -2.826 1.509 0.103
H7 -2.733 -0.225 0.442
H8 -1.516 0.876 1.130
H9 0.005 -2.857 -0.969
C6 0.281 -0.994 2.625
C7 2.786 0.236 -0.129
C8 1.270 -0.932 1.503
C9 1.789 0.181 0.988
H10 1.582 -1.889 1.088
H11 1.482 1.138 1.406
H12 2.406 0.826 -0.967
H13 -0.643 -1.486 2.306
H14 0.025 0.001 2.993
H15 0.675 -1.575 3.465
H16 3.716 0.713 0.198
H17 3.028 -0.761 -0.500

---

Record 4
DFT (wB97M-V/def2-TZVPD) results for a cluster of 3 separate species, C5H15N3 in total in a non-equilibrium geometry.

## Properties
calculated total energy: -362.627158 hartree
gap between HOMO and LUMO: 6.3 eV
multiplicity: 1
F_max: 5.1 eV/A
energy above the lowest of the compared OMol25 structures with the same formula, charge and spin: 15.972 eV
net charge: +2

Atoms and positions in Å:
C1 -2.964 -0.625 0.096
C2 -1.746 0.381 0.321
C3 -0.462 -0.305 0.804
C4 0.894 0.209 0.164
N1 3.120 0.938 -0.708
C5 3.131 -0.320 -0.173
N2 2.093 -0.270 0.879
N3 -1.402 1.381 -0.750
H1 -3.192 -1.080 1.080
H2 -2.808 -1.444 -0.594
H3 -3.933 -0.079 -0.232
H4 -2.150 0.991 1.173
H5 -0.450 -1.369 0.895
H6 -0.269 -0.018 1.832
H7 0.908 -0.162 -0.884
H8 0.846 1.354 0.002
H9 4.036 -0.835 0.306
H10 3.902 1.156 -1.300
H11 2.688 -1.013 -0.995
H12 2.412 0.477 1.514
H13 -2.306 1.815 -1.006
H14 -1.448 0.093 -1.243
H15 -0.898 -1.275 -1.182

---

Record 5
DFT (wB97M-V/def2-TZVPD) results for a structure of composition C32H57N9O4P2RbS2.

## Properties
calculated total energy: -3550.585997 hartree
gap between HOMO and LUMO: 6.9 eV
multiplicity: 1
F_max: 0.6 eV/A
energy above the lowest of the compared OMol25 structures with the same formula, charge and spin: 0.337 eV
net charge: -1

Atoms and positions in Å:
Rb1 -0.138 0.097 0.268
C1 2.856 7.984 3.463
C2 2.038 6.782 3.065
C3 1.466 5.954 4.028
C4 0.702 4.858 3.663
C5 0.492 4.572 2.320
C6 1.050 5.389 1.351
C7 1.820 6.484 1.725
S1 -0.467 3.124 1.870
O1 -1.759 3.303 2.517
O2 0.344 2.042 2.454
N1 -0.455 3.067 0.336
C8 -1.699 3.160 -0.434
C9 -1.931 1.813 -1.149
O3 -1.325 1.642 -2.238
O4 -2.613 0.938 -0.547
H1 3.198 7.901 4.495
H2 2.269 8.903 3.381
H3 3.731 8.095 2.821
H4 1.631 6.170 5.079
H5 0.265 4.211 4.414
H6 0.873 5.143 0.311
H7 2.264 7.115 0.961
H8 -1.596 3.934 -1.202
H9 -2.559 3.391 0.199
N2 -2.058 -2.265 0.574
C10 -2.236 -3.117 -0.602
C11 -1.032 -4.008 -0.871
N3 0.193 -3.239 -1.109
H10 -2.367 -2.734 1.414
H11 -2.596 -1.410 0.465
H12 -2.386 -2.465 -1.465
H13 -3.125 -3.757 -0.531
H14 -1.288 -4.642 -1.729
H15 -0.879 -4.676 -0.015
H16 -0.026 -2.286 -1.377
H17 0.717 -3.620 -1.886
C12 3.132 -3.899 0.962
P1 2.179 -2.516 1.714
C13 3.511 -1.846 2.810
C14 1.160 -3.418 2.969
C15 1.165 -4.810 3.077
C16 0.359 -5.466 3.995
C17 -0.472 -4.739 4.837
C18 -0.494 -3.357 4.737
C19 0.303 -2.685 3.810
P2 0.226 -0.860 3.567
C20 0.862 -0.240 5.176
C21 -1.578 -0.517 3.783
H18 3.661 -4.522 1.686
H19 3.865 -3.452 0.287
H20 2.459 -4.507 0.358
H21 3.869 -2.576 3.538
H22 3.140 -0.963 3.330
H23 4.347 -1.534 2.180
H24 1.798 -5.406 2.433
H25 0.379 -6.548 4.052
H26 -1.101 -5.245 5.558
H27 -1.152 -2.784 5.381
H28 0.308 -0.641 6.028
H29 0.763 0.847 5.150
H30 1.918 -0.487 5.287
H31 -1.819 -0.266 4.818
H32 -2.171 -1.383 3.488
H33 -1.849 0.337 3.160
C22 -2.025 -1.015 -3.806
N4 -1.531 0.028 -4.681
C23 -2.139 0.030 -6.000
C24 -0.181 0.331 -4.633
S2 0.973 -0.783 -4.143
N5 0.122 1.569 -5.065
C25 1.476 1.961 -5.405
C26 -0.841 2.659 -5.038
H34 -3.115 -0.989 -3.844
H35 -1.721 -0.777 -2.788
H36 -1.669 -2.011 -4.096
H37 -1.896 -0.889 -6.552
H38 -1.801 0.881 -6.586
H39 -3.223 0.093 -5.895
H40 2.068 1.079 -5.635
H41 1.951 2.504 -4.584
H42 1.439 2.617 -6.278
H43 -1.666 2.389 -4.386
H44 -1.195 2.913 -6.044
H45 -0.349 3.536 -4.615
C27 3.089 1.738 0.361
N6 4.280 2.498 -0.049
C28 5.242 1.558 -0.622
N7 4.704 0.816 -1.766
C29 3.500 0.102 -1.317
N8 2.496 1.009 -0.765
C30 2.118 1.988 -1.796
N9 3.291 2.745 -2.265
C31 3.873 3.431 -1.107
C32 4.278 1.792 -2.777
H46 2.344 2.419 0.776
H47 3.373 1.024 1.139
H48 5.540 0.844 0.151
H49 6.128 2.111 -0.948
H50 3.785 -0.622 -0.547
H51 3.069 -0.429 -2.167
H52 1.378 2.668 -1.371
H53 1.669 1.453 -2.632
H54 3.133 4.120 -0.696
H55 4.750 3.998 -1.431
H56 5.157 2.343 -3.124
H57 3.840 1.249 -3.618

---

Record 6
DFT (wB97M-V/def2-TZVPD) results for a structure of composition C50H119N8O9Y in a non-equilibrium geometry.

## Properties
calculated total energy: -3129.218302 hartree
gap between HOMO and LUMO: 3.6 eV
multiplicity: 1
F_max: 5.7 eV/A
energy above the lowest of the compared OMol25 structures with the same formula, charge and spin: 0.000 eV
net charge: +2

Atoms and positions in Å:
Y1 1.826 2.161 4.207
C1 0.042 -1.338 2.599
C2 0.391 -0.139 1.690
C3 -0.675 -0.010 0.605
O1 0.670 1.087 2.353
H1 -0.751 -1.120 3.315
H2 0.904 -1.622 3.202
H3 -0.249 -2.207 2.008
H4 1.286 -0.443 1.146
H5 -1.671 -0.031 1.047
H6 -0.624 -0.840 -0.100
H7 -0.607 0.907 0.019
C4 -5.639 5.156 3.584
C5 -5.047 5.621 2.276
C6 -4.730 4.478 1.310
O2 -3.668 3.724 1.874
C7 -3.321 2.633 1.036
N1 -5.967 6.654 1.718
H8 -5.832 5.968 4.285
H9 -4.943 4.473 4.072
H10 -6.602 4.663 3.454
H11 -4.108 6.143 2.456
H12 -4.550 4.835 0.296
H13 -5.567 3.784 1.238
H14 -2.579 1.968 1.478
H15 -2.933 3.090 0.126
H16 -4.097 1.936 0.721
H17 -5.891 7.343 2.452
H18 -5.478 7.115 0.964
C8 -3.680 0.284 -2.140
C9 -2.435 0.426 -3.061
C10 -2.008 -0.843 -3.811
O3 -3.061 -1.557 -4.441
C11 -2.727 -2.809 -4.999
N2 -2.741 1.492 -4.033
H19 -4.580 0.127 -2.736
H20 -3.911 1.172 -1.551
H21 -3.628 -0.464 -1.349
H22 -1.474 0.541 -2.558
H23 -1.445 -1.509 -3.156
H24 -1.247 -0.501 -4.513
H25 -1.871 -2.597 -5.639
H26 -3.464 -3.231 -5.681
H27 -2.527 -3.527 -4.203
H28 -3.384 1.099 -4.706
H29 -3.339 2.172 -3.585
C12 2.525 -3.124 5.147
C13 3.651 -2.774 6.128
C14 4.946 -3.526 5.887
O4 4.800 -4.815 6.378
C15 5.926 -5.688 6.295
N3 3.825 -1.346 6.037
H30 2.649 -2.649 4.174
H31 1.568 -2.719 5.477
H32 2.595 -4.212 5.127
H33 3.447 -3.044 7.164
H34 5.814 -3.014 6.303
H35 5.135 -3.678 4.824
H36 6.221 -5.981 5.287
H37 5.598 -6.648 6.694
H38 6.681 -5.173 6.889
H39 2.988 -0.931 6.420
H40 4.522 -1.134 6.736
C16 -0.264 5.858 2.401
C17 0.110 4.773 3.416
C18 -0.983 3.658 3.430
O5 -0.571 2.660 4.434
C19 -1.542 1.621 4.607
N4 1.350 4.164 3.019
H41 0.382 6.733 2.329
H42 -1.218 6.189 2.810
H43 -0.448 5.491 1.391
H44 0.244 5.207 4.407
H45 -1.124 3.118 2.494
H46 -1.903 4.142 3.758
H47 -2.051 1.251 3.717
H48 -2.315 1.964 5.295
H49 -1.138 0.705 5.037
H50 1.940 4.982 3.079
H51 1.304 4.188 2.010
C20 5.075 -0.716 2.526
C21 4.413 0.608 2.847
C22 4.095 1.407 1.533
O6 3.208 2.487 1.891
C23 3.180 3.335 0.643
N5 3.319 0.347 3.767
H52 5.985 -0.553 1.948
H53 4.531 -1.258 1.752
H54 5.307 -1.415 3.329
H55 5.152 1.180 3.409
H56 3.666 0.758 0.770
H57 5.079 1.619 1.114
H58 4.141 3.564 0.182
H59 2.794 4.326 0.878
H60 2.624 2.934 -0.205
H61 2.696 -0.287 3.288
H62 3.691 -0.296 4.451
C24 1.406 4.503 -2.426
C25 -0.145 4.602 -2.608
C26 -0.674 6.045 -2.232
C27 -0.352 7.054 -3.333
C28 -0.941 6.600 -4.641
C29 -0.466 5.197 -5.115
N6 -0.625 4.228 -3.954
O7 -0.390 2.950 -4.316
C30 -1.257 4.649 -6.302
C31 0.996 5.348 -5.607
C32 -0.786 3.715 -1.560
H63 1.654 3.455 -2.595
H64 1.694 4.877 -1.443
H65 1.870 5.156 -3.166
H66 -1.751 5.876 -2.227
H67 -0.424 6.328 -1.209
H68 0.732 7.088 -3.230
H69 -0.741 8.008 -2.976
H70 -0.702 7.385 -5.357
H71 -2.023 6.514 -4.546
H72 -1.502 5.485 -6.957
H73 -0.736 3.862 -6.847
H74 -2.194 4.184 -5.993
H75 1.613 6.135 -5.175
H76 1.583 4.432 -5.546
H77 1.113 5.544 -6.673
H78 -0.809 4.029 -0.516
H79 -0.458 2.683 -1.682
H80 -1.845 3.641 -1.804
H81 -1.179 2.435 -4.133
C33 3.845 -2.855 -4.419
C34 4.350 -2.573 -3.019
C35 4.297 -1.014 -2.792
C36 2.920 -0.438 -2.513
C37 2.329 -1.186 -1.360
C38 2.323 -2.723 -1.448
N7 3.601 -3.257 -1.935
O8 3.553 -4.671 -2.212
C39 2.094 -3.372 -0.092
C40 1.125 -3.049 -2.341
C41 5.832 -3.113 -2.981
H82 2.817 -2.590 -4.666
H83 3.992 -3.906 -4.670
H84 4.507 -2.333 -5.110
H85 4.935 -0.689 -1.970
H86 4.753 -0.525 -3.653
H87 2.347 -0.645 -3.417
H88 3.010 0.617 -2.252
H89 1.300 -0.834 -1.290
H90 2.881 -0.917 -0.459
H91 3.039 -3.455 0.446
H92 1.300 -2.911 0.496
H93 1.883 -4.424 -0.283
H94 0.182 -2.744 -1.887
H95 1.084 -2.655 -3.357
H96 1.064 -4.121 -2.529
H97 6.581 -2.551 -3.541
H98 5.890 -4.116 -3.403
H99 6.232 -3.220 -1.973
H100 3.690 -5.126 -1.378
C42 -4.835 -7.688 -0.412
C43 -3.792 -6.602 -0.631
C44 -4.464 -5.498 -1.441
C45 -3.687 -4.201 -1.481
C46 -3.420 -3.742 -0.020
C47 -2.719 -4.774 0.872
N8 -3.350 -6.091 0.710
O9 -2.986 -6.979 1.736
C48 -1.219 -4.807 0.607
C49 -2.970 -4.186 2.288
C50 -2.602 -7.178 -1.453
H101 -5.172 -8.188 -1.321
H102 -5.686 -7.347 0.177
H103 -4.418 -8.498 0.187
H104 -4.518 -5.873 -2.463
H105 -5.535 -5.370 -1.286
H106 -4.132 -3.393 -2.062
H107 -2.763 -4.299 -2.050
H108 -4.367 -3.374 0.375
H109 -2.668 -2.963 -0.141
H110 -0.672 -3.864 0.639
H111 -0.692 -5.530 1.230
H112 -0.947 -5.157 -0.389
H113 -3.995 -4.355 2.619
H114 -2.529 -4.661 3.164
H115 -2.876 -3.101 2.322
H116 -1.832 -7.584 -0.796
H117 -2.138 -6.438 -2.104
H118 -2.915 -8.042 -2.039
H119 -2.205 -7.380 1.347